This record from the OMol25 dataset describes C36H30CrNO3 as an isolated structure. The level of theory is ωB97M-V with the def2-TZVPD basis set.

```
71
Properties=species:S:1:pos:R:3:forces:R:3
C 1.9910 4.4451 -3.5051 0.77 0.31 0.21
C 0.8091 3.6352 -3.4729 0.32 0.14 1.33
C 0.3352 3.1797 -2.2347 -0.06 -0.19 0.39
C 1.0058 3.5222 -1.0256 0.53 -0.25 0.75
N 0.5968 3.0524 0.2056 -0.55 -0.02 0.79
C 1.2766 3.3650 1.2915 -0.79 -0.57 -1.43
C 0.8572 2.8788 2.6600 0.37 0.29 -0.50
C 2.1134 2.3389 3.3751 0.26 -0.08 0.12
C 3.3278 3.2895 3.3529 -0.18 -0.10 0.02
C 3.7216 3.6376 1.9249 0.46 -0.18 -0.57
C 2.4934 4.1710 1.2802 -0.10 0.01 2.27
C 2.2350 4.3178 -1.0306 -0.27 1.32 -0.79
C 2.6719 4.7657 -2.3409 0.18 -0.37 -1.17
H 2.3623 4.8058 -4.4796 -0.23 -0.17 0.70
H 0.2810 3.3799 -4.4045 0.31 0.14 0.57
H -0.5630 2.5383 -2.1655 0.60 0.44 -0.01
H 0.4896 3.7856 3.1835 -0.01 -0.50 -0.09
H 0.0563 2.1289 2.5626 0.25 0.37 0.11
H 1.8616 2.1366 4.4138 -0.04 -0.19 0.02
H 2.3989 1.3912 2.8954 -0.05 0.11 0.20
H 3.0750 4.2371 3.8519 0.17 -0.33 0.17
H 4.1991 2.8293 3.8255 -0.24 0.09 0.28
H 4.4952 4.4155 1.8568 -0.07 -0.33 0.27
H 4.0810 2.7721 1.3459 0.02 -0.03 0.45
H 3.0208 3.8730 -0.2349 -0.70 0.18 -1.32
H 2.3154 5.1927 1.6518 -0.10 0.09 -0.89
H 2.2090 5.2237 -0.3594 -0.67 -0.22 -1.40
H 3.5766 5.3730 -2.3157 -0.26 -0.02 -0.53
O -2.8001 -7.6419 0.3246 2.38 2.05 -0.90
C -1.9529 -6.9226 0.0053 -2.60 -2.38 1.07
Cr -0.5120 -5.7555 -0.4498 -0.81 -1.17 0.04
C -1.7257 -4.5452 -1.2084 -3.33 4.12 -2.30
O -2.4582 -3.7627 -1.6909 2.96 -3.27 2.00
C -0.3337 -6.5904 -2.1435 0.72 -1.68 -3.59
O -0.1651 -7.0816 -3.1771 -0.51 1.37 2.95
C 1.1150 -6.7764 0.6136 0.23 -1.39 0.01
C 0.1962 -6.2493 1.5236 0.09 -0.11 0.74
C -0.1142 -4.8894 1.4836 -0.70 0.93 1.46
C 0.4683 -4.0295 0.5396 -1.07 1.09 -0.81
C -0.0315 -2.6775 0.3509 -0.07 0.19 0.29
C -0.6585 -1.6437 0.1454 0.72 -1.11 0.18
C -1.4682 -0.5414 -0.1471 -0.64 0.27 -0.14
C -1.6674 -0.2386 -1.5650 -0.06 0.05 -1.03
C -0.8186 -0.8279 -2.5408 -0.53 0.38 0.02
C -1.0144 -0.5680 -3.8983 0.02 0.00 0.04
C -2.0564 0.2598 -4.3568 0.04 0.06 0.09
C -2.9231 0.8414 -3.4405 0.66 -0.41 0.45
C -2.6972 0.5743 -2.0977 -0.58 0.44 0.41
C -2.1664 0.0811 0.9734 -0.53 0.24 0.86
C -1.7627 -0.2147 2.3041 -0.47 0.31 -0.26
C -2.4456 0.3412 3.3884 0.04 -0.02 -0.06
C -3.5556 1.1900 3.2149 0.08 0.02 -0.13
C -3.9938 1.4948 1.9320 0.77 -0.51 -0.09
C -3.2915 0.9363 0.8739 -0.36 0.31 -0.65
C 1.2777 -4.6157 -0.4486 1.19 1.33 -0.95
C 1.6478 -5.9601 -0.3811 0.57 0.05 -0.29
H 1.3361 -7.8420 0.6224 0.04 0.29 0.06
H -0.2673 -6.8831 2.2786 0.07 0.11 -0.29
H -0.8532 -4.4660 2.1646 0.25 -0.23 -0.11
H -0.0368 -1.4963 -2.1855 -0.02 0.18 -0.36
H -0.3398 -1.0277 -4.6201 -0.19 0.11 0.13
H -2.2233 0.4699 -5.4023 0.28 -0.24 -0.21
H -3.7707 1.4985 -3.6824 0.56 -0.47 -0.22
H -3.4424 1.0478 -1.4869 0.37 -0.23 -0.03
H -0.9255 -0.9002 2.4349 -0.18 0.26 0.26
H -2.1071 0.1016 4.3962 -0.13 0.06 -0.22
H -4.0972 1.6246 4.0411 0.19 -0.15 0.35
H -4.8470 2.1402 1.6786 0.43 -0.37 0.52
H -3.7336 1.2131 -0.0652 0.31 -0.21 0.26
H 1.6017 -3.9828 -1.2740 0.17 -0.24 0.29
H 2.3204 -6.3661 -1.1353 -0.27 0.01 0.14
```
Positions in Å, forces in eV/Å.

charge = +2
frontier orbital gap (spin up / spin down) = 4.9020 / 6.2053 eV
E_tot = -2713.98379 a.u.
multiplicity = 4
lowest unoccupied orbital energy (spin up / spin down) = -6.8 / -7.2 eV
energy above the lowest of the compared OMol25 structures with the same formula, charge and spin = 41.5 kcal per mole
max |F| = 0.1123 hartree/bohr

***

This record from the OMol25 dataset describes C36H30CsF3N3Sb2 as an isolated structure. The level of theory is ωB97M-V with the def2-TZVPD basis set.

```
75
Properties=species:S:1:pos:R:3:forces:R:3
Cs -0.0459 0.5330 -1.0537 0.18 0.15 0.28
C -3.8397 -1.5109 -1.5881 -0.91 0.03 0.23
C -2.5434 -1.7064 -2.2486 0.88 1.25 0.50
C -1.6031 -2.6248 -1.8359 -0.07 0.44 -0.77
C -0.3917 -2.6247 -2.4949 0.69 0.33 -1.14
C -0.1081 -1.7043 -3.5059 0.15 0.07 -0.25
C -1.0624 -0.7023 -3.7215 1.16 -0.55 -0.37
N -2.1852 -0.7098 -3.0613 -1.82 0.40 -0.58
Sb -0.8532 0.9039 -5.1302 1.11 0.31 0.04
C -1.5677 2.5045 -3.8312 2.26 0.33 1.05
C -2.7762 3.0092 -4.0998 -2.93 0.82 -0.17
C -3.3013 4.0184 -3.2546 0.83 0.24 0.09
C -2.5229 4.4894 -2.2132 -1.97 1.90 -0.49
C -1.2722 3.9807 -2.0337 0.30 -0.38 1.57
C -0.4400 4.2972 -0.8160 0.44 0.70 -1.30
N -0.8299 3.0534 -2.8091 1.23 -2.97 -1.71
C 1.3584 1.0634 -4.7552 -0.64 -1.06 2.26
C 2.2288 1.7292 -5.5627 -1.32 0.15 -1.43
C 3.5561 1.8073 -5.2532 0.81 0.87 -0.09
C 4.0200 1.2774 -4.0666 -0.07 -0.55 -0.20
C 3.1255 0.5424 -3.2830 -0.99 -0.31 -0.45
C 3.5933 -0.2954 -2.1075 -2.64 -1.35 -0.46
N 1.8091 0.4418 -3.6243 0.77 0.89 -0.18
H -3.9119 -0.4967 -1.1933 -0.17 0.03 -0.25
H -3.9664 -2.1752 -0.7713 0.06 -0.74 0.97
H -4.6986 -1.7389 -2.2143 0.03 0.35 -0.40
H -1.8293 -3.2197 -0.9985 -0.03 -1.04 0.57
H 0.3766 -3.3324 -2.3083 0.44 -0.70 0.57
H 0.8614 -1.6621 -4.0421 -0.90 -0.37 0.53
H -3.4085 2.6304 -4.9101 0.32 0.10 0.23
H -4.2476 4.5103 -3.4112 -0.25 -0.28 -0.29
H -2.8466 5.3836 -1.6423 0.04 -0.90 -0.18
H -0.8834 3.9694 0.0971 -0.43 -0.56 0.62
H -0.3789 5.3736 -0.7265 0.36 0.35 0.12
H 0.5508 3.8630 -0.9748 -0.10 0.20 0.23
H 1.7929 2.1126 -6.4822 0.51 0.25 -0.02
H 4.1987 2.3484 -5.9476 0.12 -0.23 0.30
H 5.0771 1.3172 -3.8444 -0.02 0.03 0.24
H 4.5333 -0.7065 -2.3150 1.51 -0.54 -0.26
H 2.8823 -1.2074 -1.9531 1.06 1.64 -0.32
H 3.6528 0.2240 -1.1799 0.01 0.64 0.73
F -0.5150 -1.7898 9.0570 0.14 0.55 -1.56
C -0.5777 -1.3917 7.7311 -0.45 0.40 0.72
C -1.8730 -1.2859 7.1731 1.44 -0.56 -0.75
C -1.9957 -1.0618 5.7867 0.90 0.39 0.86
C -0.8466 -0.6514 5.0994 -0.63 -0.24 -1.44
C 0.3823 -0.6496 5.7135 1.03 0.32 -0.25
C 0.5793 -1.0439 7.0228 -1.65 -0.39 0.11
Sb -1.0114 -0.1881 2.9480 -0.28 0.78 1.42
C 0.9449 0.6268 2.5117 -0.49 -0.11 -0.88
C 2.1451 -0.0903 2.3260 -0.13 -0.55 1.92
C 3.2532 0.4966 1.7831 0.11 1.42 -1.17
C 3.1075 1.7977 1.2486 0.81 -2.32 0.25
F 4.1614 2.3111 0.6121 0.17 0.35 -0.11
C 1.9447 2.4649 1.3094 -1.29 0.97 0.39
C 0.8346 1.9122 1.9709 1.28 -0.73 0.59
C -0.8025 -2.1622 2.3313 1.13 0.33 0.65
C -1.8241 -2.7506 1.6434 -2.02 2.39 -0.97
C -1.8216 -4.0621 1.3837 0.16 -3.41 -0.87
C -0.6817 -4.8119 1.6615 -0.34 -0.10 0.39
F -0.6559 -6.1345 1.3685 -0.04 0.73 0.00
C 0.3813 -4.2503 2.3408 -0.65 0.14 -0.20
C 0.2770 -2.9313 2.7487 -1.02 -0.85 -1.04
H -2.7023 -1.4651 7.8192 -0.49 -0.30 0.19
H -2.9230 -1.2107 5.2430 -0.15 0.30 0.36
H 1.2947 -0.3558 5.1804 -0.46 0.02 -0.03
H 1.5848 -1.0618 7.3597 0.47 -0.20 0.86
H 2.2697 -1.0358 2.8856 -0.11 0.37 -0.87
H 4.2241 0.0571 1.6337 0.10 -0.46 0.33
H 1.9425 3.4370 0.8766 -0.27 0.75 -0.17
H -0.0493 2.4731 2.2151 -0.28 0.38 -0.49
H -2.6894 -2.1437 1.2295 1.01 -0.63 0.88
H -2.6611 -4.6065 0.9530 0.08 0.31 -0.10
H 1.2109 -4.8521 2.5880 0.83 -0.59 0.33
H 0.9896 -2.5559 3.4132 1.08 0.61 0.80
```
Positions in Å, forces in eV/Å.

charge = +1
frontier orbital gap = 8.8608 eV
E_tot = -2354.05101 a.u.
multiplicity = 1
lowest unoccupied orbital energy = -2.2 eV
max |F| = 0.0708 hartree/bohr

***

This record from the OMol25 dataset describes C36H30F4GeMgN7OP as an isolated structure. The level of theory is ωB97M-V with the def2-TZVPD basis set.

```
81
Properties=species:S:1:pos:R:3:forces:R:3
Mg -0.1504 0.5063 -1.1720 0.08 0.00 0.01
F -3.8359 -1.1952 0.5684 0.02 0.00 0.01
C -4.3388 -1.4439 1.7809 0.00 0.00 -0.02
C -5.5195 -2.0762 1.8769 0.00 0.00 0.02
F -6.1352 -2.4300 0.7713 -0.02 -0.01 0.00
C -6.1345 -2.3775 3.1597 0.06 0.02 0.01
C -5.3673 -1.9378 4.3150 -0.02 -0.01 -0.04
C -4.1870 -1.3009 4.2018 0.01 0.01 -0.01
F -3.5458 -0.9305 5.2973 0.02 0.01 -0.01
C -3.5830 -1.0102 2.9249 -0.04 -0.01 0.04
C -2.3736 -0.3643 2.8242 0.28 0.14 0.14
C -1.7245 -0.0854 1.5898 -0.48 -0.31 -0.20
N -1.1924 0.1237 0.5933 0.12 0.21 0.04
C -1.5898 0.1109 3.9283 0.00 0.00 -0.04
N -0.8655 0.5497 4.7048 0.02 -0.01 -0.01
F -5.8457 -2.1721 5.5134 -0.01 0.00 0.00
C -7.3302 -3.0166 3.2701 -0.08 -0.08 0.01
C -8.1004 -3.4472 2.1388 0.04 0.11 0.01
N -8.7574 -3.7744 1.2559 -0.01 -0.06 0.02
C -7.9528 -3.3257 4.5236 0.01 0.00 -0.05
N -8.5110 -3.6077 5.4868 0.00 0.00 0.01
C 1.4735 5.7887 -1.0741 0.00 0.00 0.00
N 1.1586 4.4338 -1.5053 0.00 0.02 -0.01
C 0.6620 3.4831 -0.7204 0.05 -0.03 0.01
N 0.3667 3.7789 0.5539 0.03 -0.01 0.01
O 0.4590 2.3213 -1.1815 -0.03 -0.02 0.00
H 1.8117 6.3536 -1.9367 0.01 0.00 0.00
H 2.2702 5.7932 -0.3279 0.00 0.00 0.00
H 0.5884 6.2857 -0.6760 0.00 0.00 -0.01
H 1.4134 4.1386 -2.4328 0.00 0.00 0.00
H 0.5995 4.6678 0.9624 -0.01 0.01 -0.01
H 0.1026 3.0309 1.1710 -0.01 0.00 0.00
C -0.5306 0.9220 -4.7957 -0.01 0.00 -0.01
P -1.5405 0.5533 -3.3286 -0.05 -0.07 0.03
C -2.5946 -0.8307 -3.8465 -0.02 0.00 0.03
C -2.6796 1.9694 -3.2253 0.01 0.00 0.02
H -1.1674 1.2765 -5.6071 0.00 -0.01 0.00
H -0.0172 0.0215 -5.1305 0.01 0.00 0.01
H 0.2124 1.6861 -4.5673 -0.01 0.01 -0.01
H -3.1019 -0.5861 -4.7805 0.00 0.01 0.00
H -3.3441 -1.0318 -3.0806 0.00 0.00 0.00
H -2.0026 -1.7328 -3.9985 0.01 0.00 -0.01
H -3.2399 2.0747 -4.1549 0.00 0.00 0.00
H -2.1161 2.8853 -3.0454 0.00 0.00 0.00
H -3.3835 1.8295 -2.4048 0.00 -0.01 0.00
N -0.2863 -3.9714 -4.7560 -0.04 0.00 0.02
C 0.1844 -3.3756 -3.8947 0.09 0.03 -0.01
C 0.7442 -2.5619 -2.8476 -0.05 -0.02 0.00
C 0.4190 -2.8147 -1.5140 -0.01 -0.01 0.00
C 0.9340 -1.9983 -0.5184 -0.03 0.03 -0.05
C 1.7535 -0.8966 -0.8244 0.05 -0.04 -0.02
C 2.0559 -0.6633 -2.1761 0.04 0.10 0.03
C 1.5760 -1.4971 -3.1791 -0.02 0.02 -0.03
H -0.2116 -3.6586 -1.2675 0.00 0.00 0.00
H 0.7176 -2.2299 0.5187 0.01 0.00 0.00
H 2.6985 0.1688 -2.4449 0.04 -0.02 0.03
H 1.8489 -1.3293 -4.2125 0.00 0.01 0.00
Ge 2.6322 0.1212 0.6601 0.00 0.02 0.00
C 4.0089 1.2091 -0.1492 0.00 0.00 0.01
C 3.9549 2.5981 -0.0400 0.03 -0.01 -0.01
C 4.9372 3.3907 -0.6191 -0.01 0.00 0.01
C 5.9820 2.8006 -1.3154 0.00 0.00 0.00
C 6.0500 1.4183 -1.4259 0.00 -0.02 0.01
C 5.0701 0.6270 -0.8440 -0.01 0.01 -0.01
C 3.0888 -1.2175 1.9668 0.00 0.01 0.02
C 2.6601 -1.0792 3.2865 0.00 -0.01 -0.02
C 2.9870 -2.0423 4.2322 -0.01 0.01 0.00
C 3.7433 -3.1450 3.8644 0.00 -0.01 0.00
C 4.1732 -3.2920 2.5517 0.00 0.01 -0.02
C 3.8457 -2.3333 1.6051 -0.02 0.00 0.03
H 1.5550 1.0604 1.2547 -0.01 -0.01 0.00
H 3.1568 3.0656 0.5274 0.00 0.00 0.01
H 4.9017 4.4677 -0.5119 0.00 0.00 0.00
H 6.7526 3.4160 -1.7601 0.00 0.00 0.00
H 6.8728 0.9569 -1.9556 0.00 0.00 0.00
H 5.1472 -0.4519 -0.9285 0.00 0.00 0.00
H 2.0751 -0.2169 3.5876 0.00 0.00 0.01
H 2.6559 -1.9270 5.2558 0.00 0.00 0.00
H 4.0025 -3.8922 4.6025 0.00 0.00 0.00
H 4.7665 -4.1510 2.2679 0.00 0.00 0.00
H 4.1872 -2.4628 0.5833 0.00 0.00 0.00
```
Positions in Å, forces in eV/Å.

charge = +2
frontier orbital gap = 5.7463 eV
E_tot = -4865.69935 a.u.
multiplicity = 1
lowest unoccupied orbital energy = -8.0 eV
energy above the lowest of the compared OMol25 structures with the same formula, charge and spin = 8.9 kcal per mole
max |F| = 0.0118 hartree/bohr

***

This record from the OMol25 dataset describes C36H30F6IrN8O4P2S3Se2 as an isolated structure. The level of theory is ωB97M-V with the def2-TZVPD basis set.

```
92
Properties=species:S:1:pos:R:3:forces:R:3
Ir 0.2738 -2.5406 0.2251 -1.03 -1.04 0.57
C -3.1533 -4.7045 -1.1870 -0.01 0.02 0.02
C -1.9547 -3.8411 -1.0163 0.27 -0.19 -0.07
N -1.5138 -3.4189 0.1161 0.44 0.54 -0.34
N -2.0678 -3.8062 1.3048 0.06 -0.04 0.40
C -1.5191 -3.3854 2.4745 -0.32 0.07 -0.26
N -2.0669 -3.8276 3.5986 -0.02 0.01 -0.10
S -0.2329 -2.2904 2.5086 0.52 -0.29 0.00
C -1.1480 -3.4195 -2.1803 -0.14 0.27 0.17
C -1.4604 -3.7299 -3.4927 0.05 0.13 0.28
C -0.6582 -3.2137 -4.5020 0.13 0.10 0.01
C 0.4074 -2.3936 -4.1708 -0.14 -0.07 -0.01
C 0.6763 -2.1398 -2.8325 0.03 -0.07 -0.11
N -0.0773 -2.6539 -1.8684 0.62 -0.43 0.18
H -3.8123 -4.7048 -0.3228 -0.02 0.04 0.01
H -2.8454 -5.7307 -1.3992 0.01 -0.02 -0.01
H -3.7420 -4.3433 -2.0288 0.00 -0.01 -0.01
H -2.6985 -4.5946 1.2802 0.05 0.01 0.00
H -2.9002 -4.3940 3.6222 0.01 0.01 -0.01
H -1.6239 -3.6055 4.4758 0.00 0.01 0.01
H -2.3087 -4.3532 -3.7274 -0.03 -0.04 0.00
H -0.8737 -3.4471 -5.5354 0.01 0.00 -0.01
H 1.0482 -1.9725 -4.9303 0.01 0.02 -0.03
H 1.5255 -1.5504 -2.5167 0.02 -0.02 0.01
F 5.5290 -3.7745 1.2968 0.01 0.01 0.03
C 5.0031 -3.2617 0.2013 0.08 -0.12 0.23
F 5.2046 -1.9506 0.1690 -0.06 -0.10 -0.02
F 5.5333 -3.8287 -0.8676 -0.09 0.04 0.06
S 3.1724 -3.5185 0.1848 0.20 0.17 -0.68
O 2.7543 -3.0222 -1.1056 0.16 0.00 0.06
O 2.5769 -2.8274 1.3160 0.02 0.39 -0.17
N 3.0530 -5.0875 0.3221 -0.41 -0.11 0.02
S 1.6144 -5.6944 0.3628 0.36 0.00 -0.10
O 1.4795 -6.8236 1.2027 -0.03 -0.12 0.07
O 0.5339 -4.6815 0.5371 0.09 0.45 -0.15
C 1.2687 -6.3068 -1.3525 -0.03 -0.01 -0.06
F 1.4490 -5.3303 -2.2446 0.00 -0.06 0.10
F -0.0173 -6.6856 -1.4079 0.08 0.04 0.04
F 2.0433 -7.3280 -1.6437 -0.02 0.08 0.03
Se -0.6788 4.6512 -0.8877 -0.22 -0.14 -0.10
P 0.9167 3.3872 -0.0952 0.02 -0.13 0.09
C 2.2591 3.7467 -1.2202 -0.07 0.02 0.00
C 2.1611 3.3293 -2.5499 -0.08 -0.01 0.02
C 3.1737 3.6415 -3.4333 0.00 -0.01 -0.03
C 4.2730 4.3730 -2.9980 0.01 0.00 -0.01
C 4.3632 4.7950 -1.6818 0.00 0.00 0.04
C 3.3540 4.4862 -0.7832 0.00 0.02 0.03
C 1.3825 3.8373 1.5790 -0.05 0.00 -0.02
C 0.9445 5.0361 2.1376 0.00 -0.01 -0.02
C 1.3625 5.3894 3.4113 0.00 0.00 0.00
C 2.2099 4.5513 4.1205 -0.01 0.01 0.00
C 2.6477 3.3580 3.5608 0.01 0.00 0.03
C 2.2392 2.9942 2.2906 -0.02 -0.05 -0.04
C 0.6368 1.6071 -0.1322 -0.15 0.10 -0.22
C -0.3543 0.6241 -0.0042 0.04 0.03 0.38
N 0.3676 -0.5253 0.0522 -1.04 -0.04 -0.38
N 1.6560 -0.2754 -0.0804 0.09 -0.44 0.04
N 1.8391 0.9916 -0.1881 0.37 0.28 -0.05
P -2.1692 0.7002 0.2636 0.03 0.10 -0.07
Se -3.2247 -1.0576 -0.1768 -0.20 0.34 0.02
C -2.7656 1.9962 -0.8425 0.11 0.05 0.05
C -3.5755 3.0338 -0.3861 0.04 0.02 0.00
C -4.1937 3.8789 -1.3032 0.07 0.00 0.08
C -4.0048 3.6871 -2.6604 -0.01 0.05 0.00
C -3.2025 2.6466 -3.1155 0.03 0.04 -0.08
C -2.5921 1.8008 -2.2135 0.13 -0.04 0.05
C -2.3320 1.2614 1.9707 -0.04 -0.05 0.00
C -3.0700 0.5091 2.8784 0.04 0.03 -0.06
C -3.1883 0.9370 4.1920 0.01 0.00 0.03
C -2.5696 2.1069 4.6033 0.02 0.02 -0.02
C -1.8351 2.8640 3.6977 -0.01 0.01 0.09
C -1.7214 2.4421 2.3876 0.05 0.04 -0.12
H 1.2983 2.7649 -2.8831 -0.01 -0.01 0.00
H 3.1104 3.3217 -4.4632 0.00 -0.01 -0.04
H 5.0629 4.6161 -3.6939 0.04 0.02 -0.03
H 5.2191 5.3649 -1.3509 0.03 0.02 0.01
H 3.4252 4.8122 0.2454 0.00 0.01 0.02
H 0.2831 5.6894 1.5847 -0.01 0.02 0.00
H 1.0284 6.3209 3.8456 -0.01 0.03 0.02
H 2.5351 4.8303 5.1125 0.01 0.01 0.04
H 3.3135 2.7109 4.1139 0.02 -0.02 0.02
H 2.5916 2.0696 1.8525 0.01 0.01 0.00
H -3.7516 3.1670 0.6723 0.00 0.01 0.05
H -4.8299 4.6768 -0.9488 -0.04 0.04 0.01
H -4.4914 4.3407 -3.3698 -0.03 0.03 -0.03
H -3.0689 2.4936 -4.1771 0.01 -0.01 -0.03
H -1.9974 0.9669 -2.5682 0.01 -0.01 -0.01
H -3.5542 -0.4000 2.5482 -0.02 -0.02 -0.03
H -3.7712 0.3579 4.8941 -0.02 -0.01 0.03
H -2.6647 2.4361 5.6281 0.00 0.02 0.04
H -1.3551 3.7815 4.0100 0.00 0.02 0.02
H -1.1641 3.0561 1.6887 -0.05 -0.05 0.03
```
Positions in Å, forces in eV/Å.

charge = +2
frontier orbital gap (spin up / spin down) = 6.8693 / 5.3300 eV
E_tot = -9512.00752 a.u.
multiplicity = 2
lowest unoccupied orbital energy (spin up / spin down) = -6.1 / -7.6 eV
energy above the lowest of the compared OMol25 structures with the same formula, charge and spin = 43.2 kcal per mole
max |F| = 0.0306 hartree/bohr